Record 1
Density functional theory data (the ωB97M-V functional and the def2-TZVPD basis) for a molecular structure, C28H30NO4PRuS.

```
66
Properties=species:S:1:pos:R:3
Ru -0.7078 0.0900 -0.4608
C -1.0267 0.0215 2.2949
C -1.4246 1.2926 1.8292
C -2.4400 1.1003 0.8352
C -2.6680 -0.3191 0.7132
C -1.7941 -0.9735 1.6269
C -1.6807 -2.4386 1.8995
C -3.8570 -0.9335 0.0228
C -3.4090 2.1565 0.3810
C -1.0207 2.6146 2.4067
C 0.0392 -0.2851 3.2970
H -0.6523 -2.7576 1.7321
H -2.3284 -3.0117 1.2414
H -1.9464 -2.6619 2.9353
H -4.7611 -0.7334 0.6041
H -3.7334 -2.0108 -0.0616
H -3.9868 -0.5214 -0.9786
H -2.9052 3.0978 0.1713
H -4.1396 2.3408 1.1734
H -3.9497 1.8444 -0.5095
H 0.0318 2.6205 2.6760
H -1.5990 2.8193 3.3125
H -1.1936 3.4126 1.6892
H 0.8450 -0.8288 2.7990
H -0.3506 -0.9208 4.0946
H 0.4471 0.6211 3.7416
O 0.8538 -1.5250 0.3636
S 1.7813 -0.7977 -0.4975
O 1.3873 -1.2404 -2.0144
O 1.5711 0.6520 -0.3963
O 3.1451 -1.2120 -0.3731
N 0.0363 -0.7923 -2.3384
P 0.0238 -0.4418 -3.9389
C -0.1370 -1.9764 -4.8647
C -1.3182 -2.3941 -5.4827
C -1.4242 -3.6828 -5.9587
C -0.3832 -4.5910 -5.7847
C 0.7704 -4.1948 -5.1229
C 0.8945 -2.9055 -4.6516
C -1.3485 0.6306 -4.2604
C -1.6199 0.9993 -5.6008
C -2.4573 2.0487 -5.8730
C -3.0395 2.7834 -4.8341
C -2.7594 2.4384 -3.5081
C -1.9223 1.3911 -3.2186
C 1.5707 0.3894 -4.3475
C 1.8425 1.5257 -3.5684
C 2.8635 2.3746 -3.9160
C 3.6251 2.1210 -5.0547
C 3.3516 1.0051 -5.8382
C 2.3186 0.1527 -5.5074
H -2.1432 -1.7038 -5.5988
H -2.3251 -4.0041 -6.4619
H -0.4804 -5.6039 -6.1515
H 1.5691 -4.9053 -4.9656
H 1.7748 -2.5853 -4.1090
H -1.1376 0.4486 -6.3993
H -2.6482 2.3365 -6.8986
H -3.6957 3.6134 -5.0543
H -3.2022 3.0069 -2.7011
H -1.6814 1.1222 -2.1667
H 1.2580 1.6996 -2.6711
H 3.0807 3.2394 -3.3064
H 4.4303 2.7918 -5.3206
H 3.9594 0.8062 -6.7130
H 2.0964 -0.7210 -6.1095
```

Summary:
LUMO level (alpha / beta): 2.81 / 2.69 eV
total charge: -1
expectation value of S²: 8.782
max |F|: 2.12 eV/Å
spin multiplicity: 6
HOMO-LUMO gap (alpha / beta): 4.07 / 7.85 eV

---

Record 2
Density functional theory data (the ωB97M-V functional and the def2-TZVPD basis) for a molecular structure, C28H30NOPmTe.

```
62
Properties=species:S:1:pos:R:3
C 0.3412 3.2590 1.7699
C -0.8939 2.5139 1.6135
C -0.7146 1.1798 2.1155
H -1.8067 2.8371 1.0897
C 0.6075 1.0919 2.6157
C 1.2680 2.3665 2.4115
H 1.0241 0.2025 3.1198
C 0.3066 1.9434 -2.5876
C -0.8963 2.2289 -1.8350
C -1.4784 0.9592 -1.4302
H -1.2031 3.1852 -1.4080
C -0.6760 -0.1116 -1.9397
C 0.4340 0.4951 -2.6366
H -1.4803 0.3921 2.2204
H 2.3416 2.5256 2.5555
H 0.6030 4.1785 1.2244
H 1.2219 -0.0752 -3.1389
H -2.4360 0.7732 -0.9177
H 1.1253 2.6537 -2.8003
Pm 1.0251 1.8182 -0.1510
C -1.1402 -1.5579 -2.1779
C -1.0365 -1.8349 -3.7175
C -2.6327 -1.7543 -1.8205
H -1.6949 -1.1428 -4.2751
H -1.3604 -2.8593 -3.9529
H -0.0030 -1.7072 -4.0845
H -3.2424 -1.0405 -2.4144
H -2.7982 -1.5830 -0.7454
H -2.9599 -2.7812 -2.0879
C -0.2424 -2.6114 -1.4601
C -0.4005 -2.7878 0.0625
H 0.8041 -2.4074 -1.7515
H -0.4888 -3.6069 -1.9186
O -0.2615 -1.9478 1.0015
N -0.6879 -4.0384 0.5639
C -0.4452 -4.0282 2.0220
H -0.6188 -4.9161 0.0390
C -1.4433 -3.1627 2.8123
C -1.0731 -2.4096 3.9428
H -0.0188 -2.3533 4.2347
C -2.0603 -1.7487 4.6900
H -1.7730 -1.1620 5.5668
C -3.4055 -1.8109 4.3142
H -4.1669 -1.2960 4.8879
C -3.7475 -2.5158 3.1607
H -4.7788 -2.5419 2.8129
C -2.7756 -3.1850 2.4082
H -3.0321 -3.7414 1.5048
H 0.5479 -3.5875 2.2347
H -0.4809 -5.0852 2.3019
Te 3.7092 0.4406 -0.2951
C 3.8304 2.3809 -1.1607
C 4.2544 2.4944 -2.5083
C 4.4807 3.7677 -3.0450
C 4.2850 4.9147 -2.2547
C 3.8524 4.7951 -0.9282
C 3.6334 3.5307 -0.3604
H 4.3938 1.5817 -3.0943
H 4.8006 3.8772 -4.0840
H 4.4658 5.9043 -2.6787
H 3.6696 5.6856 -0.3231
H 3.3286 3.4152 0.6871
```

Summary:
LUMO level (alpha / beta): 0.07 / 0.18 eV
relative energy (zero: lowest compared OMol25 entry of this formula, charge and spin): 0.0 kcal per mole
expectation value of S²: 6.009
max |F|: 3.96 eV/Å
spin multiplicity: 5
HOMO-LUMO gap (alpha / beta): 7.31 / 7.46 eV

---

Record 3
Density functional theory data (the ωB97M-V functional and the def2-TZVPD basis) for 2 unconnected molecules or ions with the total composition C28H30O4.

```
62
Properties=species:S:1:pos:R:3
C -4.9200 -1.8960 2.2124
C -3.5700 -1.3234 1.9179
C -3.3441 0.0424 2.1317
C -2.0937 0.5893 1.9360
C -1.0143 -0.2101 1.4771
C 0.2685 0.3909 1.3300
C 1.5045 -0.2094 1.6540
C 2.6972 0.5144 1.3725
C 3.9332 -0.0730 1.5098
C 4.0537 -1.3637 2.0397
C 5.4253 -1.9026 2.2867
C 2.8964 -2.0699 2.3998
C 1.6460 -1.4918 2.2627
C -1.2790 -1.5709 1.1625
C -2.5270 -2.1194 1.4245
H -4.8587 -2.9783 2.3519
H -5.3169 -1.4536 3.1325
H -5.6512 -1.6971 1.4166
H -4.1695 0.6700 2.4753
H -1.8962 1.6419 2.1588
H 0.2886 1.4671 1.1629
H 2.6093 1.5460 1.0297
H 4.8342 0.4696 1.2190
H 5.4329 -2.9964 2.3190
H 6.1166 -1.5501 1.5115
H 5.8162 -1.5400 3.2477
H 3.0026 -3.0800 2.8027
H 0.7607 -2.0135 2.6270
H -0.4890 -2.1800 0.7180
H -2.7039 -3.1855 1.2639
C -4.2631 1.7508 -1.3276
C -2.9967 2.4361 -0.9131
O -1.9275 1.5607 -1.3714
C -0.6959 1.9644 -0.9980
C 0.4284 1.0941 -1.3866
C 0.2168 -0.3095 -1.7582
O 1.0645 -1.2069 -1.6554
O -1.0109 -0.6177 -2.2031
C -1.1306 -1.9839 -2.6797
C -2.6071 -2.2318 -2.7019
C 1.7318 1.6527 -1.5598
C 2.8654 0.8173 -1.7874
C 4.1225 1.3364 -2.0674
C 4.3325 2.7215 -2.0699
C 3.2585 3.5683 -1.7595
C 1.9864 3.0579 -1.5108
O -0.5655 2.9628 -0.2813
H -5.1283 2.3277 -0.9923
H -4.2943 1.6681 -2.4178
H -4.3298 0.7518 -0.8819
H -2.8740 3.4165 -1.3989
H -2.9525 2.5509 0.1789
H -0.6585 -2.0315 -3.6724
H -0.6116 -2.6589 -1.9859
H -2.8431 -3.1275 -3.2796
H -2.9394 -2.3973 -1.6702
H -3.1433 -1.3714 -3.1170
H 2.7064 -0.2547 -1.7234
H 4.9304 0.6385 -2.2888
H 5.3191 3.1288 -2.3048
H 3.4028 4.6476 -1.7126
H 1.1546 3.7113 -1.2559
```

Summary:
LUMO level: -1.74 eV
max |F|: 1.90 eV/Å
HOMO-LUMO gap: 4.89 eV